{"formula": "C49H69BNO5", "method": "ωB97M-V/def2-TZVPD", "elements": ["O", "O", "O", "O", "O", "N", "C", "C", "C", "C", "C", "C", "C", "C", "C", "C", "C", "C", "C", "C", "C", "C", "C", "C", "C", "C", "C", "C", "C", "C", "C", "C", "C", "C", "C", "C", "C", "C", "C", "C", "C", "C", "C", "C", "C", "C", "C", "C", "C", "C", "C", "C", "C", "C", "C", "B", "H", "H", "H", "H", "H", "H", "H", "H", "H", "H", "H", "H", "H", "H", "H", "H", "H", "H", "H", "H", "H", "H", "H", "H", "H", "H", "H", "H", "H", "H", "H", "H", "H", "H", "H", "H", "H", "H", "H", "H", "H", "H", "H", "H", "H", "H", "H", "H", "H", "H", "H", "H", "H", "H", "H", "H", "H", "H", "H", "H", "H", "H", "H", "H", "H", "H", "H", "H", "H"], "coordinates": [[-4.762, -1.305, -1.246], [-1.031, 1.420, -2.409], [-0.809, 4.127, -4.861], [-2.407, 2.319, -4.095], [4.851, 0.133, 0.434], [-3.991, 2.011, -0.547], [-3.101, 3.234, -0.564], [6.569, 2.611, -1.769], [-8.179, 7.287, -0.047], [-3.679, -2.567, 2.974], [2.549, -3.502, 2.826], [1.524, -3.483, 3.773], [3.684, -5.221, 4.090], [1.247, 2.837, -2.739], [0.085, -8.405, 3.702], [-1.372, 3.345, -3.736], [3.379, 0.156, 0.432], [-0.192, -7.853, 2.451], [-3.318, 4.128, -1.930], [-0.208, 2.298, -3.254], [-2.805, -0.091, 0.245], [6.342, -0.945, -1.442], [-6.867, 5.359, -0.675], [1.576, -4.338, 4.873], [5.391, -1.134, -0.084], [-6.846, 6.141, 1.610], [5.173, 0.761, -3.281], [-7.748, 6.384, -1.018], [-3.347, -1.277, -0.750], [3.520, 5.128, -1.055], [-0.818, -2.526, -0.785], [5.480, -0.786, -2.828], [-2.346, -3.713, 4.631], [-2.367, -4.496, 2.345], [1.895, 5.141, -1.447], [-1.255, -0.094, 0.779], [-7.732, 7.163, 1.269], [1.242, 3.609, -1.293], [5.981, 4.172, -1.887], [-1.925, 4.506, -2.721], [3.627, -4.372, 2.984], [-0.974, -8.557, 1.536], [-2.381, -2.522, -1.282], [-1.476, -9.815, 1.869], [-3.232, -2.691, 4.289], [-6.413, 5.240, 0.638], [6.454, 1.780, -3.187], [-3.791, 1.174, 0.720], [-1.913, -4.614, 3.658], [2.656, -5.206, 5.033], [4.342, 4.066, -2.000], [-3.248, -3.470, 2.002], [-0.294, -1.339, 0.244], [-1.203, -10.365, 3.122], [-0.424, -9.659, 4.038], [-2.126, 1.031, -3.367], [-1.729, 0.361, -4.275], [-3.573, -1.992, 5.047], [-8.073, 7.863, 2.027], [-1.598, -11.344, 3.383], [-2.079, -10.366, 1.153], [1.981, 3.047, -0.546], [-0.146, 3.578, -5.380], [-4.364, -1.767, 2.706], [0.026, 1.684, -4.245], [1.750, 5.573, -2.544], [4.872, 0.713, -4.436], [-4.135, 3.611, -2.628], [-3.199, 1.856, 1.495], [-4.997, 2.232, -0.710], [0.696, -7.858, 4.414], [1.800, 3.477, -3.569], [-4.717, -1.622, -2.207], [-2.756, -3.367, -2.025], [-4.808, 0.800, 1.183], [-6.533, 4.654, -1.432], [-8.864, 8.088, -0.315], [6.528, 2.536, -4.106], [-0.074, -3.378, -1.144], [0.191, 3.612, -0.775], [7.152, -0.120, -1.260], [6.143, -1.536, 0.752], [-6.494, 6.047, 2.634], [3.964, 6.213, -1.032], [-5.721, 4.445, 0.904], [-1.994, -3.807, 5.655], [6.358, 4.843, -0.986], [1.931, 1.868, -2.597], [0.685, -2.803, 3.652], [7.692, 2.678, -1.369], [-0.822, 0.739, 1.507], [2.698, -5.869, 5.893], [4.591, -1.988, -0.218], [3.599, 4.714, 0.060], [-1.156, 4.887, -1.926], [4.425, -4.388, 2.246], [3.035, 0.139, -0.689], [-3.342, 3.943, 0.345], [-3.599, -3.375, 0.978], [-3.813, 5.163, -1.600], [0.201, -6.874, 2.191], [5.945, -1.361, -3.757], [2.977, 1.136, 0.979], [-0.213, -10.088, 5.015], [-2.189, 5.451, -3.402], [4.418, -1.298, -2.646], [2.958, -0.774, 1.008], [2.506, -2.839, 1.966], [0.822, -1.391, 0.600], [7.450, 1.125, -3.261], [-8.099, 6.479, -2.043], [4.211, 1.115, -2.717], [4.527, -5.895, 4.215], [1.364, 5.883, -0.680], [0.774, -4.328, 5.607], [-1.941, 2.967, -0.481], [-3.083, 0.548, -2.866], [6.937, -1.975, -1.535], [-1.221, -5.410, 3.924], [3.968, 4.235, -3.120], [5.965, 2.083, -0.900], [-1.192, -8.125, 0.563], [-2.033, -5.201, 1.589], [4.056, 2.980, -1.599], [6.378, 4.560, -2.938]], "lumo_ev": 2.165, "e_homo_ev": -4.10, "total_charge": -1, "orbital_gap_ev": 6.26, "e_tot_ev": -64321.033}

***

{"formula": "C49H71MnN2OP2Si3Te", "method": "ωB97M-V/def2-TZVPD", "elements": ["Te", "Mn", "P", "P", "Si", "Si", "Si", "O", "N", "N", "C", "C", "C", "C", "C", "C", "C", "C", "C", "C", "C", "C", "C", "C", "C", "C", "C", "C", "C", "C", "C", "C", "C", "C", "C", "C", "C", "C", "C", "C", "C", "C", "C", "C", "C", "C", "C", "C", "C", "C", "C", "C", "C", "C", "C", "C", "C", "C", "C", "H", "H", "H", "H", "H", "H", "H", "H", "H", "H", "H", "H", "H", "H", "H", "H", "H", "H", "H", "H", "H", "H", "H", "H", "H", "H", "H", "H", "H", "H", "H", "H", "H", "H", "H", "H", "H", "H", "H", "H", "H", "H", "H", "H", "H", "H", "H", "H", "H", "H", "H", "H", "H", "H", "H", "H", "H", "H", "H", "H", "H", "H", "H", "H", "H", "H", "H", "H", "H", "H", "H"], "coordinates": [[-2.486, -0.972, 1.558], [1.428, -0.023, -0.327], [3.741, -0.048, -1.013], [1.726, -2.554, -1.258], [0.358, 3.585, 1.064], [1.697, 3.498, -1.683], [3.462, 3.630, 1.086], [1.978, -0.665, 1.344], [0.666, 0.765, -2.066], [-0.191, -0.736, 0.941], [-4.650, -0.425, 1.618], [-0.526, 0.106, -4.044], [-5.086, 0.899, 1.709], [-7.336, 0.127, 2.205], [4.192, -1.517, -2.028], [-3.347, -2.552, -2.428], [1.738, -2.539, 3.410], [5.451, -1.591, -2.626], [-2.602, -4.397, -1.109], [0.401, 4.845, -2.041], [-8.775, 0.430, 2.517], [3.669, -3.674, -2.973], [4.888, -0.259, 0.394], [-0.202, -1.321, 4.125], [1.918, 3.233, 0.106], [-5.549, -1.481, 1.826], [-0.039, 5.421, 1.309], [1.735, -3.251, 4.598], [0.625, -3.568, -2.310], [3.691, 2.439, 2.548], [-2.379, -3.559, -0.023], [0.744, -3.021, 5.540], [-3.506, -0.219, -1.534], [-6.421, 1.152, 2.001], [-1.791, -4.130, 1.244], [-5.151, -2.935, 1.800], [0.945, 1.972, -2.617], [5.110, 3.692, 0.146], [0.770, -0.962, 1.790], [-4.169, 2.074, 1.510], [-3.252, -4.819, -3.508], [4.913, -3.727, -3.575], [5.812, -2.685, -3.391], [-0.206, -2.036, 5.312], [-0.160, 1.291, -4.666], [-6.879, -1.178, 2.108], [0.344, 2.877, 2.819], [2.182, -3.761, 0.049], [-2.690, -2.198, -0.151], [4.536, 1.284, -1.960], [-0.078, -0.119, -2.765], [3.123, 4.008, -2.839], [0.739, -1.603, 3.137], [3.297, 5.373, 1.809], [3.300, -2.580, -2.192], [-1.175, 2.925, 0.159], [-3.173, -1.680, -1.359], [-3.079, -3.912, -2.321], [0.567, 2.214, -3.941], [-0.982, 1.981, -0.328], [3.022, 6.093, 1.034], [4.476, -0.975, 1.105], [0.958, 3.477, 3.496], [2.518, -2.701, 2.680], [-0.376, -3.541, -1.885], [0.588, -3.150, -3.317], [-2.815, 0.406, -0.965], [-4.702, 3.009, 1.676], [3.313, 2.887, 3.470], [2.511, -3.982, 4.788], [5.186, -4.583, -4.178], [-1.949, 2.735, 0.897], [6.169, -0.791, -2.499], [-1.572, 3.618, -0.586], [3.442, 3.212, -3.512], [0.851, 3.158, -4.389], [-0.678, 2.879, 3.215], [-3.333, 2.041, 2.213], [0.718, 1.857, 2.852], [-5.993, -3.562, 2.089], [4.184, 1.262, -2.991], [-3.045, -5.856, -3.245], [3.146, 1.511, 2.389], [2.463, -4.712, -0.404], [-0.342, 5.909, 0.381], [-8.852, 1.256, 3.224], [-7.570, -1.999, 2.270], [-4.519, -0.013, -1.182], [-4.823, -3.245, 0.809], [0.952, -4.606, -2.354], [-0.838, -3.644, 1.469], [0.817, 5.965, 1.712], [4.001, 4.355, -2.295], [0.448, 5.180, -3.081], [3.029, -3.369, 0.610], [0.727, -3.588, 6.462], [-0.336, -1.039, -2.251], [1.345, -3.913, 0.733], [-4.340, -3.130, 2.506], [5.853, 4.149, 0.805], [-4.266, -4.761, -3.903], [-6.753, 2.182, 2.081], [-2.570, -4.527, -4.309], [5.619, 1.179, -1.936], [4.264, 2.231, -1.506], [-3.714, -2.157, -3.371], [4.239, 5.704, 2.257], [4.744, 2.195, 2.720], [2.532, 5.407, 2.589], [-1.622, -5.201, 1.146], [-0.951, -1.814, 6.066], [2.982, -4.500, -3.112], [5.502, 2.719, -0.151], [2.788, 4.844, -3.457], [-9.279, -0.440, 2.937], [-0.623, 4.521, -1.843], [5.012, 0.695, 0.899], [-0.862, 5.529, 2.025], [-2.446, -3.970, 2.100], [6.795, -2.728, -3.841], [-2.383, -5.455, -1.010], [0.603, 5.711, -1.407], [-3.447, 0.070, -2.583], [-0.890, -0.502, 3.996], [-3.769, 2.092, 0.496], [-0.452, 1.495, -5.689], [-9.308, 0.722, 1.610], [5.057, 4.320, -0.745], [-1.142, -0.633, -4.538], [5.848, -0.614, 0.024]], "s_squared": 8.878, "lumo_ev": [-3.917, -4.420], "spin_multiplicity": 6, "e_homo_ev": [-8.72, -8.66], "total_charge": 1, "orbital_gap_ev": [4.80, 4.24], "e_tot_ev": -137813.659}